[1]
{"formula": "C5H10O", "method": "the ωB97M-V functional and the def2-TZVPD basis", "relative_energy_kcal_mol": 46.62, "e_lumo_ha": 0.030, "smiles": "C[C@@H]1CC[C@H]1O", "multiplicity": 1, "gap_ev": 10.631, "total_energy_ha": -271.67831, "symbols": ["C", "C", "C", "C", "C", "O", "H", "H", "H", "H", "H", "H", "H", "H", "H", "H"], "positions_angstrom": [[-1.430332, -0.833258, 1.199571], [-0.707030, -0.345536, 0.012212], [0.237482, -1.329925, -0.696577], [1.119691, -0.094675, -1.107748], [0.514579, 0.618678, 0.109723], [0.329599, 2.051204, 0.195846], [-1.845046, -1.910656, 0.847203], [-2.151830, -0.313541, 1.788126], [-0.630511, -1.090972, 1.943289], [-1.440061, 0.084566, -0.716729], [-0.224681, -2.042650, -1.396848], [0.857526, -1.942230, 0.062447], [2.222989, -0.167316, -1.354441], [0.688424, 0.221743, -2.038872], [1.054147, 0.329989, 0.958041], [0.425910, 2.329728, 1.237921]], "forces_ev_per_a": [[0.989, -4.353, 0.751], [-0.277, 1.681, -1.267], [1.384, -0.777, 1.363], [0.398, -0.481, -1.086], [-1.114, 0.715, -0.533], [0.445, 0.180, 3.255], [0.444, 2.388, 1.158], [-0.754, 0.846, -0.385], [-0.598, -0.091, -0.322], [0.717, -0.284, 0.195], [0.445, 0.528, -0.101], [-1.204, 0.780, -0.891], [-1.132, -0.076, 0.980], [-0.386, 0.779, -0.410], [1.022, -0.655, 1.406], [-0.378, -1.181, -4.113]]}

[2]
{"formula": "C4H10N2", "method": "the ωB97M-V functional and the def2-TZVPD basis", "relative_energy_kcal_mol": 81.88, "e_lumo_ha": 0.032, "smiles": "CN1CC(N)C1", "multiplicity": 1, "gap_ev": 9.089, "total_energy_ha": -267.79485, "symbols": ["C", "N", "C", "C", "N", "C", "H", "H", "H", "H", "H", "H", "H", "H", "H", "H"], "positions_angstrom": [[-2.194062, -0.039091, 0.289391], [-0.949191, 0.002171, -0.342434], [0.013536, -1.089920, -0.144278], [1.170747, -0.076090, -0.400634], [2.274600, -0.073597, 0.489404], [-0.008484, 1.011705, -0.243605], [-2.890585, 0.570092, -0.249736], [-2.648998, -1.025980, 0.198505], [-2.121362, 0.296932, 1.360983], [0.031921, -1.331156, 0.907259], [0.019340, -1.959974, -0.756025], [1.474568, -0.107293, -1.524375], [2.479871, 1.115352, 0.684872], [3.209538, -0.582130, -0.165176], [-0.055087, 1.901164, -0.948208], [0.193644, 1.387812, 0.844064]], "forces_ev_per_a": [[-0.741, 0.289, 1.063], [-0.090, -2.597, -2.052], [0.768, 1.769, 0.824], [-1.968, 0.466, -3.415], [4.373, 2.489, -1.079], [3.300, 1.806, 1.654], [-0.534, 0.858, -0.045], [0.339, -0.184, 0.343], [-0.339, -0.375, -0.531], [0.137, -0.576, 0.602], [-0.560, -0.691, -0.624], [-0.509, -0.005, 1.753], [-0.044, -4.671, -0.895], [-3.384, 2.550, 2.868], [-0.009, -1.036, 0.759], [-0.739, -0.089, -1.225]]}

[3]
{"formula": "C35H50GeN8OSSeSiV", "method": "the ωB97M-V functional and the def2-TZVPD basis", "relative_energy_kcal_mol": 119.83, "e_lumo_ha": [-0.148, -0.125], "charge": 1, "multiplicity": 3, "gap_ev": [3.368, 3.992], "total_energy_ha": -7986.78230, "symbols": ["V", "C", "C", "C", "C", "C", "C", "N", "N", "Si", "C", "C", "C", "H", "H", "H", "H", "H", "H", "H", "H", "H", "H", "H", "H", "H", "H", "H", "O", "C", "C", "C", "C", "C", "C", "C", "N", "C", "C", "N", "H", "H", "H", "H", "H", "H", "H", "N", "C", "C", "C", "N", "C", "C", "H", "H", "H", "H", "H", "H", "N", "C", "S", "N", "C", "C", "C", "C", "C", "C", "H", "H", "H", "H", "H", "H", "H", "H", "C", "Ge", "C", "C", "C", "Se", "C", "H", "H", "H", "H", "H", "H", "H", "H", "H", "H", "H", "H", "H", "H"], "positions_angstrom": [[-1.819675, 1.499387, 0.562630], [1.463435, 3.456367, 1.086619], [0.119483, 3.989812, 0.618883], [-0.008714, 5.228036, -0.009385], [-1.278316, 5.752433, -0.341012], [-2.395791, 4.994606, -0.038874], [-2.180301, 3.713116, 0.651021], [-0.963020, 3.240599, 0.940039], [-3.187878, 2.870252, 0.874418], [-4.657782, 3.301794, 1.862836], [-5.356925, 1.753760, 2.719838], [-3.889448, 4.525168, 3.076806], [-5.922539, 4.098116, 0.724258], [1.415186, 3.363093, 2.217769], [2.281556, 4.098866, 0.794882], [1.599355, 2.437128, 0.755062], [0.867597, 5.822347, -0.245725], [-1.377743, 6.655839, -0.959055], [-3.378007, 5.362191, -0.150592], [-5.741045, 2.048651, 3.694544], [-4.490851, 1.086896, 2.905793], [-6.243232, 1.294189, 2.183181], [-3.204831, 3.884777, 3.649376], [-4.571076, 5.000460, 3.758168], [-3.268345, 5.259617, 2.592869], [-5.810229, 3.637744, -0.295388], [-5.774357, 5.152245, 0.599452], [-6.931086, 3.911362, 1.054476], [4.300524, -0.845737, 0.303181], [4.762552, -1.620503, -0.556102], [5.885647, -1.307819, -1.379221], [6.450156, -2.214357, -2.242409], [6.174090, -3.564112, -2.105288], [5.143330, -3.927578, -1.245048], [4.361782, -3.043193, -0.613669], [3.314828, -3.597792, 0.187871], [2.384417, -2.927142, 0.850430], [1.622655, -3.879003, 1.506336], [1.969087, -5.134992, 1.076001], [3.010677, -4.984794, 0.229319], [6.314669, -0.319770, -1.175766], [7.020481, -1.859818, -3.139660], [6.609847, -4.412961, -2.618446], [5.086061, -5.030962, -1.110705], [0.880862, -3.626946, 2.255187], [1.528362, -6.094443, 1.359494], [3.657692, -5.697756, -0.129182], [-5.597380, -3.352688, -0.104065], [-4.759100, -2.261501, 0.064393], [-5.170301, -0.919043, 0.184229], [-4.227723, 0.092230, 0.059030], [-2.873889, -0.164075, 0.230637], [-2.437994, -1.446580, 0.135360], [-3.344619, -2.502475, 0.093866], [-6.496215, -3.317737, 0.354253], [-5.222905, -4.287025, 0.043229], [-6.218952, -0.603724, 0.417576], [-4.466066, 1.150152, 0.008274], [-1.372173, -1.603137, 0.216154], [-2.847124, -3.462662, 0.024334], [1.200027, -0.404074, 1.148826], [0.490441, -0.299226, 2.291751], [-1.178603, 0.380830, 2.500846], [0.989945, -0.752762, 3.454330], [2.336043, -1.280206, 3.782510], [3.476321, -0.909528, 3.108840], [4.698822, -1.520537, 3.470532], [4.731316, -2.540294, 4.344225], [3.566112, -2.898510, 5.048254], [2.420419, -2.130960, 4.881389], [0.871592, 0.087570, 0.310715], [1.783222, -1.249457, 0.970629], [0.302751, -0.665855, 4.274570], [3.432133, -0.045476, 2.422848], [5.610916, -1.306987, 2.895409], [5.661880, -3.095750, 4.456964], [3.573601, -3.801258, 5.674054], [1.638171, -2.158994, 5.622906], [2.169019, 1.084746, -4.619374], [0.901158, -0.298223, -4.398843], [1.589898, -2.077302, -4.857513], [-0.536168, -0.125050, -5.723258], [-0.070246, -0.117934, -2.623808], [-0.712492, 1.706006, -2.000233], [-2.243616, 2.094307, -3.294154], [2.269568, 1.260322, -5.738761], [3.163685, 0.977432, -4.196005], [1.807605, 1.959554, -4.072751], [0.783428, -2.734334, -5.148979], [2.259679, -2.558761, -4.122583], [2.271441, -1.890594, -5.663086], [-0.289686, -0.847041, -6.514963], [-0.506681, 0.893326, -6.146335], [-1.435207, -0.462742, -5.241343], [0.701354, -0.510716, -1.899847], [-0.890712, -0.832606, -2.642004], [-1.848728, 2.724262, -4.036010], [-3.048802, 2.593431, -2.671100], [-2.678307, 1.082453, -3.511169]], "forces_ev_per_a": [[-0.294, -0.666, -0.347], [-1.233, 0.018, 1.323], [0.932, 0.968, 0.019], [0.019, -0.267, 0.202], [-0.370, -1.033, -0.405], [2.075, -1.060, 1.401], [-0.411, 4.077, -1.533], [0.778, 1.646, -0.370], [-0.691, -2.274, 0.877], [0.200, 0.537, -0.160], [-0.040, 0.201, -0.687], [0.108, -1.398, -0.135], [0.661, -1.245, -0.957], [0.171, 0.317, -1.214], [0.157, -0.024, -0.065], [0.283, -0.271, -0.365], [0.023, -0.267, 0.119], [0.119, -0.231, 0.661], [-0.976, 0.113, -0.417], [0.025, 0.138, 0.141], [-0.764, -0.133, -0.191], [1.351, 0.233, 0.447], [-0.023, 0.221, 0.224], [-0.351, 0.203, 0.263], [0.074, 0.404, -0.275], [-0.212, 0.336, 0.787], [0.071, 0.646, 0.037], [-0.428, 0.012, 0.156], [-0.961, 1.114, 0.236], [0.846, -1.891, 0.491], [-0.382, 0.887, 0.266], [0.632, 0.311, -1.495], [-0.850, -0.897, 0.084], [2.207, -2.159, -1.600], [-0.625, 1.436, 1.076], [-1.562, -0.597, -0.326], [0.221, -0.485, 0.902], [-0.317, -0.619, -0.651], [-1.147, -0.141, 1.382], [1.792, 1.436, -0.497], [-0.309, -0.134, -0.694], [0.187, -0.315, 1.326], [0.448, 0.575, -0.414], [-0.424, 0.863, -0.098], [-0.028, 0.028, -0.260], [0.438, 0.420, -0.208], [-0.894, 0.580, 0.410], [-0.058, 0.369, 0.800], [1.303, -1.212, 0.310], [-0.827, 0.672, -0.205], [1.444, -1.411, 1.515], [-2.080, -0.602, -2.301], [-1.910, 0.304, 0.879], [0.576, 1.083, -0.727], [-0.217, 0.407, -0.268], [0.386, 0.510, -0.189], [0.906, -0.605, -0.808], [-0.284, -0.333, 0.087], [0.061, -0.129, -0.004], [-0.687, -0.313, 0.006], [-1.827, 0.927, 0.471], [0.436, 0.195, 0.445], [1.687, -0.583, 0.097], [-0.700, 0.359, 1.165], [-0.737, 0.581, 0.184], [0.415, 1.033, -0.054], [-0.139, 1.398, -2.185], [-0.383, -1.730, 1.018], [0.482, 0.050, 0.126], [0.130, -0.758, -0.123], [0.119, -0.458, 0.733], [1.060, -0.554, 0.134], [1.599, -0.285, -1.726], [0.270, -1.064, 0.017], [-0.594, 0.315, 0.287], [-0.317, 0.019, 0.169], [-0.039, 0.807, 0.162], [-0.539, -0.539, -0.224], [0.822, 1.137, -0.833], [-0.892, -0.734, -0.188], [0.644, 0.011, 1.599], [1.273, 0.143, -0.393], [1.000, -0.234, 0.429], [-0.136, -0.850, -0.580], [-1.324, -1.754, 3.218], [-0.123, 0.133, 1.450], [0.129, -0.614, -0.098], [-0.257, 0.296, -0.559], [-0.064, -0.204, -0.112], [-0.608, 0.129, 0.019], [0.089, 0.162, -0.902], [-0.166, 0.324, 0.082], [-0.671, -0.449, 0.202], [-0.733, 0.324, -0.096], [-0.899, 0.692, -0.232], [-0.249, 0.165, 0.229], [0.250, 0.337, -1.192], [1.152, -0.223, -0.742], [0.700, 1.137, -0.553]]}

[4]
{"formula": "C7H3ClN4", "method": "the ωB97M-V functional and the def2-TZVPD basis", "relative_energy_kcal_mol": 0.00, "e_lumo_ha": -0.024, "smiles": "N#CC(Cl)(C#N)c1cnccn1", "multiplicity": 1, "gap_ev": 9.928, "total_energy_ha": -947.66352, "symbols": ["N", "C", "C", "Cl", "C", "N", "C", "C", "N", "C", "C", "N", "H", "H", "H"], "positions_angstrom": [[2.929237, -3.594782, -0.235858], [1.893970, -3.326593, -0.582512], [0.223727, -2.982372, -0.785783], [-0.537635, -4.169759, 0.285926], [0.034264, -3.230466, -2.181724], [0.085452, -3.368712, -3.306431], [0.194617, -1.535949, -0.378201], [-0.249169, -1.114266, 0.851179], [-0.427463, 0.108260, 1.185150], [-0.141148, 1.097931, 0.238222], [0.424245, 0.662700, -0.984057], [0.463253, -0.675728, -1.311376], [-0.463029, -1.794976, 1.626881], [-0.198217, 2.185842, 0.627473], [0.733321, 1.291909, -1.729551]], "forces_ev_per_a": [[3.106, -0.678, 0.805], [-6.195, 1.138, -1.036], [4.891, -1.297, 1.402], [-0.350, 0.403, -0.273], [-0.165, 0.269, 0.502], [-0.291, -0.324, -1.524], [-1.380, 0.398, -0.761], [0.022, -1.152, 0.772], [-0.044, 4.025, -1.123], [1.171, -1.091, 1.049], [-1.927, -2.182, 2.418], [0.765, 1.947, -0.160], [-0.202, -1.040, 0.680], [-0.080, -2.031, -1.080], [0.681, 1.614, -1.671]]}